A cluster of 2 separate species, C2H2NO3 in total at a distorted geometry. Source: the OMol25 dataset; level of theory: ωB97M-V with the def2-TZVPD basis set.

Summary:
M: 88.0 g mol⁻¹
Energy relative to the best compared isomer or geometry (same formula, charge and spin): 114.01 kcal/mol
DFT total energy: -357.8175 hartree
Frontier orbital gap: 7.265 eV

ORCA input file:
```
! wB97M-V def2-TZVPD RIJCOSX def2/J DEFGRID3
* xyz -1 1
C -1.6714 0.1495 0.2249
C 1.5943 -0.1894 -0.4881
N -0.9925 1.1376 0.6025
O -2.0092 -0.7203 -0.5210
O -1.8071 0.3138 1.6422
O 1.9758 -1.2819 -0.7447
H 1.6516 0.4832 -1.3013
H 1.2585 0.1075 0.5854
*
```

Mulliken population analysis, charges in e, atoms 1 to 4:
1. C 0.90
2. C -0.14
3. N -0.74
4. O -0.65

=====

An isolated molecule of C4H5NO3 at a distorted geometry. Source: the OMol25 dataset; level of theory: ωB97M-V with the def2-TZVPD basis set.

Summary:
M: 115.1 g mol⁻¹
Energy relative to the best compared isomer or geometry (same formula, charge and spin): 131.88 kcal/mol
DFT total energy: -435.7103 hartree
SMILES: C#CCOC(=O)NO
Frontier orbital gap: 10.321 eV

ORCA input file:
```
! wB97M-V def2-TZVPD RIJCOSX def2/J DEFGRID3
* xyz 0 1
C 2.6328 -0.8034 -0.7869
C 1.9995 -0.1347 -0.0076
C 1.0492 0.5888 0.8164
O -0.1913 -0.0573 0.6407
C -0.9960 0.7476 -0.2305
O -0.6043 1.8673 -0.5387
N -2.2127 0.0399 -0.3853
O -2.3425 -1.2981 0.1159
H 3.1199 -1.3839 -1.5490
H 1.3068 0.3460 1.8640
H 0.7285 1.7216 0.8751
H -3.1027 0.2926 -0.9183
H -1.3873 -1.9264 0.1041
*
```

Mulliken population analysis, charges in e, atoms 1 to 4:
1. C 0.04
2. C -0.43
3. C -0.43
4. O -0.34

=====

A structure of composition C46H42CrN4O3Te. Source: the OMol25 dataset; level of theory: ωB97M-V with the def2-TZVPD basis set.

Summary:
M: 878.5 g mol⁻¹
Energy relative to the best compared isomer or geometry (same formula, charge and spin): 107.72 kcal/mol
DFT total energy: -3535.2538 hartree
Frontier orbital gap (alpha / beta): 4.273 / 5.952 eV

ORCA input file:
```
! wB97M-V def2-TZVPD RIJCOSX def2/J DEFGRID3
* xyz -1 6
Cr -2.9339 -0.4488 -1.7682
O -3.9288 -0.4884 5.1128
C -2.9527 -0.9921 4.5323
O -2.0130 -1.6827 4.9755
C -2.9866 -0.8880 2.9909
C -3.8278 0.0618 2.3662
C -3.7858 0.2250 0.9968
N -2.8157 -0.5295 0.2718
C -2.2809 -1.7162 0.8494
C -2.2551 -1.7974 2.2421
C -1.8942 -2.6762 -0.1051
C -1.2341 -3.8818 0.2551
C -0.9708 -4.8259 -0.6901
C -1.3512 -4.5873 -2.0290
C -1.9381 -3.3819 -2.3268
N -2.2098 -2.4298 -1.4255
C -4.5965 1.0167 0.1406
C -5.4860 2.0025 0.6313
C -6.3362 2.6514 -0.2086
C -6.3192 2.3294 -1.5975
C -5.4104 1.4080 -2.0339
N -4.5383 0.7493 -1.2390
H -4.5187 0.6089 2.9916
H -1.7377 -2.5901 2.7641
H -0.9471 -4.0235 1.2871
H -0.4726 -5.7478 -0.4177
H -1.1674 -5.3089 -2.8115
H -2.1943 -3.1483 -3.3519
H -5.4687 2.2227 1.6905
H -7.0149 3.4047 0.1707
H -6.9903 2.8050 -2.2979
H -5.3542 1.1656 -3.0865
C -1.5974 1.8824 -3.1901
C -2.5674 0.7316 -3.4420
C -1.8150 -0.4700 -3.5431
C -0.4002 -0.1280 -3.2743
C -0.2669 1.1799 -3.0667
H -1.5681 2.5189 -4.0831
H -3.4446 0.9161 -4.0489
H -2.0648 -1.2976 -4.1974
H 0.4017 -0.8512 -3.2343
H 0.6511 1.6934 -2.8080
C 5.4815 -1.0059 5.7172
C 4.4689 -1.0835 4.6058
C 4.7593 -1.7219 3.4119
C 3.8304 -1.7958 2.3737
C 4.2180 -2.5488 1.1259
C 2.5804 -1.1820 2.5409
Te 1.0961 -1.2235 1.0232
N -1.8623 0.2829 -0.4448
C -1.3749 1.4125 0.1550
O -1.1730 1.4914 1.3531
C -1.1259 2.5788 -0.7362
C -0.2064 3.4956 -0.2879
C -0.0369 4.7347 -0.9023
C -0.9099 5.1184 -1.9600
C -1.8337 4.2566 -2.4327
C -1.9461 2.8363 -1.9729
C 2.3102 -0.4961 -0.5514
C 2.4546 -1.2611 -1.7182
C 1.7964 -2.6038 -1.9059
C 3.2495 -0.7694 -2.7519
C 3.8871 0.4589 -2.6641
C 4.7514 0.9728 -3.7848
C 3.7005 1.2130 -1.5125
C 2.9166 0.7619 -0.4560
C 2.7280 1.6403 0.7492
C 2.2457 -0.5646 3.7561
C 0.8839 0.0061 4.0278
C 3.2057 -0.5242 4.7618
H 6.3715 -1.5893 5.4802
H 5.0640 -1.3845 6.6522
H 5.7910 0.0269 5.8931
H 5.7294 -2.1928 3.2798
H 4.5262 -1.8739 0.3260
H 3.3725 -3.1285 0.7488
H 5.0477 -3.2279 1.3343
H 0.3629 3.2416 0.5980
H 0.7052 5.4296 -0.5325
H -0.8407 6.1175 -2.3737
H -2.5023 4.5576 -3.2323
H -3.0078 2.6109 -1.7318
H 0.7502 -2.5926 -1.6151
H 2.2857 -3.3723 -1.3008
H 1.8460 -2.9058 -2.9554
H 3.3611 -1.3624 -3.6553
H 4.6704 0.3381 -4.6674
H 5.8020 1.0020 -3.4868
H 4.4635 1.9872 -4.0677
H 4.1695 2.1900 -1.4375
H 3.0777 2.6523 0.5410
H 3.2722 1.2570 1.6149
H 1.6724 1.6790 1.0332
H 0.5275 0.6381 3.2149
H 0.8893 0.5835 4.9519
H 0.1529 -0.7961 4.1733
H 2.9479 -0.0470 5.7025
*
```

Mulliken population analysis, charges in e, atoms 1 to 4:
1. Cr 0.03
2. O -0.76
3. C 0.14
4. O -0.71

=====

The ion C4H6NO3 with charge -1 at a distorted geometry. Source: the OMol25 dataset; level of theory: ωB97M-V with the def2-TZVPD basis set.

Summary:
M: 116.1 g mol⁻¹
Energy relative to the best compared isomer or geometry (same formula, charge and spin): 18.99 kcal/mol
DFT total energy: -436.5689 hartree
SMILES: CN(C=O)CC(=O)[O-]
Frontier orbital gap: 8.212 eV

ORCA input file:
```
! wB97M-V def2-TZVPD RIJCOSX def2/J DEFGRID3
* xyz -1 1
C 2.2366 0.4775 0.6607
N 0.8085 0.2685 0.4869
C 0.0642 1.4044 0.2983
O 0.4752 2.5397 0.4734
C 0.3528 -1.0522 0.0783
C -1.0994 -1.1732 -0.5705
O -1.1680 -1.9180 -1.5500
O -2.0108 -0.5530 0.0359
H 2.5915 -0.1525 1.4797
H 2.8430 0.2154 -0.2116
H 2.3966 1.5332 0.8215
H -0.9691 1.1477 0.0631
H 1.0168 -1.4453 -0.7047
H 0.4154 -1.7716 0.8915
*
```

Mulliken population analysis, charges in e, atoms 1 to 4:
1. C -1.00
2. N 0.13
3. C 0.04
4. O -0.64

=====

A structure of composition C35H37IrN6SSb2 at a distorted geometry. Source: the OMol25 dataset; level of theory: ωB97M-V with the def2-TZVPD basis set.

Summary:
M: 1009.5 g mol⁻¹
Energy relative to the best compared isomer or geometry (same formula, charge and spin): 21.03 kcal/mol
DFT total energy: -2667.0263 hartree
Frontier orbital gap: 6.379 eV

ORCA input file:
```
! wB97M-V def2-TZVPD RIJCOSX def2/J DEFGRID3
* xyz 2 1
Ir -0.4151 -0.5674 -0.7710
C 1.1697 1.2973 -4.3082
C 1.5450 0.2255 -5.1244
C 1.6379 -1.0086 -4.5522
C 1.3226 -1.2117 -3.1921
N 0.8438 -0.1946 -2.4355
C 0.8307 1.0323 -3.0139
N 1.5882 -2.4758 -2.7355
C 1.2065 -2.9700 -1.6273
N 0.2656 -2.4569 -0.7634
C 0.1545 -3.2829 0.3279
N -0.5901 -3.1397 1.3608
C -1.6025 -2.2086 1.5056
C -2.4954 -2.4729 2.5517
C -3.6276 -1.7165 2.7194
C -3.8647 -0.6767 1.8239
C -2.9329 -0.4276 0.8515
N -1.7891 -1.1409 0.6975
C 1.0856 -4.4201 0.1511
C 1.3662 -5.5021 0.9574
C 2.3203 -6.4078 0.4974
C 2.9366 -6.2383 -0.7400
C 2.6449 -5.1382 -1.5437
C 1.7158 -4.2399 -1.0655
H 1.1592 2.3148 -4.6773
H 1.7749 0.3757 -6.1709
H 1.9597 -1.8797 -5.1043
H 0.5605 1.8425 -2.3522
H -2.2728 -3.3261 3.1760
H -4.3335 -1.9405 3.5088
H -4.7590 -0.0721 1.8792
H -3.0953 0.3583 0.1332
H 0.8647 -5.6396 1.9070
H 2.5932 -7.2562 1.1112
H 3.6501 -6.9768 -1.0799
H 3.1162 -4.9913 -2.5066
C 3.2686 0.5661 1.8584
Sb 1.5544 -0.6821 1.7436
C 2.3535 -2.3862 2.7307
C 0.3972 0.0762 3.4321
C 0.8877 1.4552 3.7407
C 1.9467 1.6285 4.6288
C 2.5234 2.8727 4.8300
C 2.0515 3.9679 4.1216
C 0.9714 3.8102 3.2682
C 0.3677 2.5662 3.0835
C -0.8642 2.4775 2.2336
Sb -0.5729 1.9968 0.1618
C 0.8299 3.5250 -0.2893
C -2.3387 3.0340 -0.4398
H 3.6822 0.4835 2.8614
H 3.0063 1.6046 1.6604
H 4.0018 0.2237 1.1286
H 2.8731 -2.0336 3.6214
H 3.0548 -2.9024 2.0765
H 1.5388 -3.0565 2.9942
H 0.6156 -0.6298 4.2329
H -0.6500 0.0037 3.1458
H 2.3222 0.7664 5.1702
H 3.3447 2.9847 5.5260
H 2.5069 4.9409 4.2503
H 0.5695 4.6775 2.7540
H -1.3364 3.4578 2.1713
H -1.5998 1.7675 2.6112
H 0.3412 4.4775 -0.0882
H 1.1562 3.4996 -1.3268
H 1.7032 3.4231 0.3536
H -2.3524 4.0047 0.0559
H -3.2240 2.4744 -0.1413
H -2.3678 3.1883 -1.5135
S -2.3530 -0.3260 -2.2547
C -2.8250 1.0078 -3.2343
N -2.0181 2.0251 -3.5937
C -2.4113 3.0881 -4.3447
C -3.6868 3.1631 -4.8001
C -4.5604 2.1035 -4.4935
C -4.1419 1.0499 -3.7239
H -1.0503 1.9532 -3.3199
H -1.6614 3.8413 -4.5418
H -4.0099 4.0087 -5.3882
H -5.5737 2.1212 -4.8739
H -4.8049 0.2335 -3.4744
*
```

Mulliken population analysis, charges in e, atoms 1 to 4:
1. Ir 1.06
2. C -0.60
3. C -0.69
4. C -0.51